ORCA calculation (ωB97M-V/def2-TZVPD) on a molecular structure, C40H33LaN2O3PS4.

```
! RIJCOSX wB97M-V def2-TZVPD def2/J DEFGRID3
* xyz -1 1
La -4.73082 3.32352 20.17796
O -4.89215 7.30751 26.41328
C -4.96675 6.49863 25.50114
S -3.60050 5.50123 24.94827
C -4.39008 4.57696 23.69098
C -5.74615 4.93997 23.41675
S -6.75658 4.56925 22.05461
S -6.41856 6.05589 24.57037
S -3.45048 3.26250 22.94061
N -1.43285 2.08809 18.36272
P -1.74567 1.83508 20.06808
C -1.11932 0.12975 20.30499
C -1.90420 -0.92239 20.81837
C -1.34136 -2.17885 21.02442
C 0.02743 -2.41786 20.73844
C 0.74102 -1.40578 20.12264
C 0.23316 -0.10429 19.96038
C -0.47514 2.88200 20.81849
C -0.39168 4.16330 20.23541
C 0.60533 5.05249 20.61632
C 1.43116 4.79519 21.69189
C 1.31141 3.54765 22.33865
C 0.39345 2.60666 21.88417
C -2.39779 2.36816 17.43520
C -2.11472 2.47036 16.04709
C -3.16487 2.78018 15.21055
C -4.48202 2.82604 15.67476
C -4.69829 2.66999 17.01715
N -3.67786 2.55479 17.90454
H -0.48955 2.23285 18.01837
H -2.96541 -0.77196 21.02401
H -1.96161 -2.99854 21.41409
H 0.52997 -3.37493 20.95762
H 1.76719 -1.54872 19.83700
H 0.86536 0.69952 19.60234
H -1.03719 4.43591 19.42551
H 0.66851 6.03515 20.09116
H 2.24226 5.49086 22.02411
H 1.93929 3.31292 23.21563
H 0.43728 1.56061 22.28755
H -1.07059 2.43200 15.67703
H -2.96391 2.89825 14.15277
H -5.29010 3.04548 14.96090
H -5.70436 2.57361 17.41754
C -5.03500 11.58475 17.77354
C -4.95769 10.11015 18.08892
C -4.76469 9.72797 19.42763
C -4.57075 8.38493 19.81053
C -4.24144 8.02733 21.24081
C -4.84326 7.35247 18.84972
C -5.12347 7.73026 17.52858
C -5.29444 6.72706 16.39010
C -5.17253 9.08001 17.15994
C -4.78393 5.92753 19.25713
O -5.73945 5.11592 18.95125
O -3.78142 5.53929 19.96972
H -4.14808 12.09919 18.13703
H -5.92830 12.03481 18.26586
H -5.09716 11.69417 16.68812
H -4.64595 10.48749 20.17976
H -4.19580 8.93238 21.88136
H -3.25202 7.54262 21.29116
H -4.99723 7.31490 21.59932
H -4.29877 6.37794 16.00563
H -5.75975 7.15413 15.49798
H -5.83383 5.85648 16.72247
H -5.38403 9.29663 16.12875
C -6.04551 -2.87889 18.24920
C -5.14351 -1.82851 17.97458
C -5.25023 -0.58310 18.60757
C -6.25398 -0.35456 19.57300
C -6.34662 0.92601 20.23105
C -7.34651 1.07094 21.13854
C -8.21456 -0.01100 21.46443
C -8.11139 -1.23725 20.88221
C -7.13276 -1.45026 19.90120
C -7.00993 -2.69037 19.22456
H -6.09533 -3.75083 17.58443
H -4.38420 -2.11388 17.25417
H -4.60123 0.26712 18.41428
H -7.49311 2.01416 21.67721
H -9.00610 0.21593 22.15884
H -8.75934 -2.08965 21.11620
H -7.68429 -3.48886 19.47613
*
```

## Properties
Electronic energy (Eh): -3845.20731
Relative energy (zero: lowest compared OMol25 entry of this formula, charge and spin) (eV): 0.159
Kohn-Sham gap (eV): 5.0755

***

ORCA calculation (ωB97M-V/def2-TZVPD) on a molecular structure, C40H34AlCl3N6O2SSe.

```
! RIJCOSX wB97M-V def2-TZVPD def2/J DEFGRID3
* xyz 0 1
Al -0.84400 0.05850 -0.18183
C 2.30548 0.68416 3.42198
C 1.84905 1.03877 1.99590
C 3.03102 0.89108 1.03586
C 0.80935 0.00214 1.52108
C 1.27694 2.45738 2.00374
C 0.13919 2.74753 2.76098
C -0.37011 4.03357 2.83712
C 0.25284 5.07162 2.15603
C 1.38072 4.79937 1.39975
C 1.88706 3.50622 1.32455
H 2.77491 -0.30075 3.44114
H 1.46600 0.67796 4.11794
H 3.02716 1.42489 3.76822
H 3.36799 -0.14552 1.01739
H 3.87005 1.50623 1.36079
H 2.75452 1.16935 0.01818
H 1.21504 -0.80712 0.92071
H -0.35770 1.96129 3.31568
H -1.25226 4.22404 3.43534
H -0.13073 6.08136 2.22496
H 1.88428 5.59546 0.86547
H 2.76213 3.33111 0.71443
O -1.24990 -0.38697 2.85233
C -0.29852 -0.28879 2.20018
Cl 0.59195 5.96580 -7.47462
C -0.08156 5.86418 -5.88502
C -0.74823 4.71852 -5.48847
C -1.28323 4.66685 -4.21226
C -1.16436 5.72444 -3.31697
C -1.76174 5.57780 -1.93835
C -0.70345 5.44966 -0.82566
N -0.16199 4.10513 -0.84226
C 0.82716 3.62073 -1.66882
C 0.85155 2.27549 -1.48296
N -0.12534 1.93159 -0.57395
C -0.70812 3.05926 -0.21211
O -2.65299 6.63297 -1.67348
C -3.66988 6.26430 -0.75005
C -4.40337 5.03052 -1.18472
C -4.53849 3.89934 -0.43757
Cl -3.94085 3.63696 1.15170
S -5.40229 2.65558 -1.25265
C -5.58814 3.65739 -2.63319
C -5.01698 4.87640 -2.46427
C -0.47797 6.86093 -3.74615
Cl -0.23479 8.22720 -2.70628
C 0.05876 6.93766 -5.02163
H -0.84910 3.88345 -6.16707
H -1.81028 3.77253 -3.90087
H -2.31810 4.63234 -1.92894
H -1.18482 5.61454 0.13833
H 0.10024 6.17372 -0.93734
H 1.41171 4.26561 -2.30099
H 1.48782 1.53189 -1.93154
H -1.50995 3.15765 0.50132
H -4.33703 7.12449 -0.70268
H -3.25128 6.09908 0.24766
H -6.10959 3.27993 -3.49772
H -5.01210 5.65507 -3.21384
H 0.58525 7.82819 -5.33349
Se 1.53023 -1.12942 -2.81940
N 1.44701 -2.91718 -2.44973
C 0.54373 -3.12336 -1.49272
C 0.12484 -4.31043 -0.87658
C -0.84035 -4.24426 0.15859
C -1.38222 -3.07388 0.59994
N -0.98222 -1.87817 0.02041
C -0.08417 -1.94072 -0.97134
N 0.28641 -0.74364 -1.46838
H 0.53212 -5.25762 -1.19964
H -1.17777 -5.16187 0.62311
H -2.13758 -3.01792 1.36936
C -2.73237 0.70426 -0.24303
C -3.87693 -0.24487 -0.24313
C -4.40661 -0.72380 -1.44301
C -5.50720 -1.55866 -1.45658
C -6.10324 -1.94514 -0.25719
C -5.56638 -1.50300 0.95087
C -4.46570 -0.66776 0.95037
C -7.27973 -2.76652 -0.26597
N -8.23232 -3.41031 -0.26822
H -2.82615 1.36163 0.63350
H -2.78936 1.35994 -1.11864
H -3.94323 -0.43018 -2.37774
H -5.91747 -1.91570 -2.39188
H -6.02372 -1.81173 1.88147
H -4.05142 -0.32795 1.89302
*
```

## Properties
Electronic energy (Eh): -6446.31322
Kohn-Sham gap (eV): 4.6913

***

ORCA calculation (ωB97M-V/def2-TZVPD) on a molecular structure, C40H34AsF6N7O2Ta.

```
! RIJCOSX wB97M-V def2-TZVPD def2/J DEFGRID3
* xyz 2 2
Ta 0.17456 0.29312 0.03408
C -2.55100 -0.76699 -4.99552
C -1.48175 0.06361 -4.66406
C -1.25684 0.41831 -3.35192
C -2.13287 -0.02036 -2.34148
C -3.21104 -0.86360 -2.68876
C -3.40387 -1.23553 -4.00248
N -1.89445 0.33548 -1.02332
C -2.96151 0.53707 -0.17379
C -4.22973 0.95867 -0.60270
C -5.23414 1.17721 0.31985
C -5.01175 0.99130 1.68694
C -3.76760 0.58459 2.13966
C -2.76279 0.36090 1.21662
N -1.47121 -0.07201 1.57208
N -1.28425 -0.54430 2.70114
C 0.06289 -0.87835 2.91596
C 0.41502 -1.49798 4.08938
C 1.75812 -1.80518 4.29369
C 2.68021 -1.44343 3.33212
C 2.24860 -0.79050 2.18569
N 0.95764 -0.52882 1.96329
H -2.71471 -1.05157 -6.02600
H -0.82959 0.44393 -5.43879
H -0.44892 1.09378 -3.11138
H -3.85489 -1.26453 -1.91907
H -4.21676 -1.90278 -4.25325
H -4.39236 1.17845 -1.64757
H -6.19801 1.52788 -0.02250
H -5.80539 1.18524 2.39463
H -3.56637 0.44286 3.19246
H -0.35690 -1.73297 4.80795
H 2.07221 -2.30397 5.20050
H 3.73641 -1.63340 3.45934
H 2.96174 -0.44717 1.45040
C 2.99247 3.24037 -1.95836
C 2.91560 3.52795 -0.47962
C 3.40338 4.75563 -0.05855
C 3.32186 5.14206 1.26346
C 2.70994 4.30115 2.17083
C 2.21046 3.05329 1.80564
C 1.55515 2.27695 2.92039
C 2.34998 2.65379 0.46821
N 1.95076 1.33263 -0.04766
C 3.03104 0.75739 -0.75385
O 4.19490 0.87506 -0.49197
C 2.56080 -0.11578 -1.86057
C 3.28745 -0.54173 -2.95035
C 2.69742 -1.48630 -3.78634
C 1.47497 -2.05989 -3.43443
C 0.83583 -1.58711 -2.31164
N 1.32213 -0.55134 -1.62320
C -0.20452 -2.32690 -1.51655
O -0.73998 -3.32280 -1.92837
N -0.26027 -1.82162 -0.22521
C -0.43855 -2.85855 0.76905
C -1.67477 -3.21444 1.29862
C -2.97340 -2.74419 0.70835
C -1.70920 -4.12296 2.35682
C -0.55398 -4.71204 2.83151
C 0.65902 -4.44346 2.20843
C 0.73243 -3.53432 1.16304
C 2.02634 -3.39039 0.40550
H 2.86873 4.16898 -2.51336
H 3.96148 2.82435 -2.23825
H 2.20627 2.56278 -2.29441
H 3.83665 5.42248 -0.79293
H 3.70635 6.10129 1.58183
H 2.60865 4.61441 3.20180
H 1.35091 2.95817 3.74378
H 0.59609 1.84970 2.64074
H 2.20169 1.48883 3.31090
H 4.29078 -0.17260 -3.10940
H 3.22546 -1.83338 -4.66461
H 1.04800 -2.89265 -3.97653
H -2.80449 -2.08337 -0.13684
H -3.52585 -3.60820 0.33706
H -3.60300 -2.24740 1.44827
H -2.66713 -4.39213 2.78521
H -0.60117 -5.42101 3.64733
H 1.55438 -4.96914 2.51707
H 2.85425 -3.81152 0.97329
H 1.97367 -3.94056 -0.53841
H 2.26850 -2.35483 0.15975
F -0.55931 2.03272 0.56055
As -1.06918 3.94101 -0.97926
F 0.29695 4.60609 -0.24930
F -0.06643 2.76519 -1.76433
F -1.26663 5.13359 -2.12894
F -2.39640 3.01045 -1.52618
F -1.99516 4.35533 0.36881
*
```

## Properties
Expectation value of S²: 0.80
Electronic energy (Eh): -4970.14075
Relative energy (zero: lowest compared OMol25 entry of this formula, charge and spin) (eV): 1.938
Kohn-Sham gap (alpha / beta) (eV): 5.6708 / 4.9907

***

ORCA calculation (ωB97M-V/def2-TZVPD) on a molecular structure, C40H34BN4O6RuS3.

```
! RIJCOSX wB97M-V def2-TZVPD def2/J DEFGRID3
* xyz 0 2
Ru 1.92362 -0.63022 1.55708
O -1.36648 -1.60012 2.13948
S -0.38548 -1.02842 3.21638
O -1.05728 -0.90782 4.46318
O 0.04352 0.27818 2.66338
O 0.75962 -1.94762 3.18228
B 5.53842 -0.23022 2.12678
N 4.58822 -0.05462 3.33148
C 4.96302 -0.00402 4.61048
C 3.82822 0.00668 5.40938
C 2.77162 -0.03882 4.50938
N 3.26042 -0.07942 3.26828
N 4.94852 0.43798 0.85708
C 5.66582 0.85208 -0.18922
C 4.79922 1.25098 -1.19602
C 3.53462 1.04038 -0.66412
N 3.65372 0.55178 0.57298
H 5.66382 -1.40092 1.91048
H 6.56792 0.30508 2.38348
H 5.99882 0.01178 4.88088
H 3.77542 0.04188 6.47928
H 1.70912 -0.04192 4.68298
H 6.73572 0.84688 -0.16542
H 5.04862 1.64058 -2.16032
H 2.56612 1.23058 -1.09002
C -1.83108 5.97858 -3.17642
C -1.36168 4.82598 -2.33992
C -0.61458 5.03778 -1.18562
C -0.24308 3.97188 -0.38862
C -0.60298 2.68008 -0.73382
C -1.30368 2.44648 -1.90472
C -1.68328 3.51758 -2.69422
S -0.20878 1.42868 0.54858
O 0.37852 0.25448 -0.16302
C -1.93128 1.03888 0.86968
C -2.49068 1.90618 1.82408
C -3.71728 1.65828 2.35778
C -4.41918 0.48858 1.99578
C -5.63598 0.13848 2.61298
C -6.28958 -1.01642 2.28578
C -5.75618 -1.86452 1.30558
C -4.58418 -1.54402 0.67568
C -3.87818 -0.36632 1.00328
C -2.61098 -0.05982 0.41308
C -2.19308 -0.97512 -0.67612
C -2.95668 -0.92582 -1.89042
C -3.91858 0.07998 -2.14072
C -4.65968 0.07308 -3.29242
C -4.47808 -0.92612 -4.25802
C -3.54668 -1.90452 -4.05582
C -2.77278 -1.93012 -2.87742
C -1.84588 -2.96722 -2.65112
C -1.12158 -2.99182 -1.49692
C -1.28958 -1.99542 -0.52272
S -0.17188 -2.23522 0.90528
O -0.22738 -3.65432 1.13468
C 1.62342 -2.29652 -0.13972
C 2.67042 -2.79752 0.64588
C 3.94602 -2.88822 0.08248
C 4.17302 -2.48282 -1.22822
C 5.52772 -2.59922 -1.85382
C 3.10922 -1.99472 -1.98192
C 1.83202 -1.89742 -1.44942
H -1.50218 6.92898 -2.76202
H -2.91918 5.98578 -3.22452
H -1.46138 5.89758 -4.19792
H -0.33368 6.03998 -0.90222
H 0.32262 4.12168 0.51818
H -1.55698 1.43688 -2.18842
H -2.25518 3.34048 -3.59532
H -1.91108 2.76598 2.12058
H -4.15268 2.33018 3.08178
H -6.03688 0.79868 3.36608
H -7.21178 -1.28792 2.77888
H -6.26758 -2.78362 1.05578
H -4.17888 -2.21762 -0.06212
H -4.06408 0.86548 -1.41492
H -5.40358 0.83858 -3.46132
H -5.06908 -0.91922 -5.16232
H -3.38118 -2.68742 -4.78192
H -1.73518 -3.74452 -3.39262
H -0.44248 -3.79942 -1.27142
H 2.45062 -3.27952 1.60388
H 4.75712 -3.30502 0.66318
H 6.26852 -2.90932 -1.12292
H 5.83062 -1.64102 -2.26992
H 5.50172 -3.32362 -2.66812
H 3.27942 -1.67972 -2.99892
H 1.02192 -1.51482 -2.05082
*
```

## Properties
Expectation value of S²: 0.77
Electronic energy (Eh): -3529.29993
Kohn-Sham gap (alpha / beta) (eV): 5.8525 / 5.9910

***

ORCA calculation (ωB97M-V/def2-TZVPD) on a molecular structure, C40H34Cl2IN3O5PPtS2.

```
! RIJCOSX wB97M-V def2-TZVPD def2/J DEFGRID3
* xyz -1 3
Pt -0.19717 -0.09503 0.50477
O -0.72614 -4.85966 -0.99148
S -0.53674 -3.44575 -1.22453
O 0.76204 -3.08550 -1.77399
O -0.95466 -2.58195 -0.11554
C -1.72951 -2.98520 -2.48011
C -2.31662 -3.99756 -3.22208
C -3.26099 -3.70505 -4.19306
C -3.61302 -2.38635 -4.42154
C -3.02351 -1.37139 -3.68077
C -2.07794 -1.64471 -2.69047
P -1.18853 -0.24871 -1.83880
C -2.28082 1.17146 -2.18710
C -1.82033 2.35840 -2.74808
C -2.66532 3.45419 -2.85698
C -3.97289 3.38114 -2.39868
C -4.43355 2.20815 -1.81553
C -3.58891 1.11491 -1.70375
C 0.19177 -0.07982 -3.03317
C 1.48762 -0.32929 -2.60989
C 2.53872 -0.29738 -3.51481
C 2.30583 0.00366 -4.84860
C 1.01032 0.25363 -5.27960
C -0.04074 0.19897 -4.37734
H -2.02707 -5.01659 -3.00330
H -3.72073 -4.50290 -4.76297
H -4.34709 -2.13571 -5.17745
H -3.30979 -0.35162 -3.89236
H -0.78860 2.44160 -3.06223
H -2.28929 4.37461 -3.28537
H -4.62636 4.24077 -2.47984
H -5.44573 2.14757 -1.43588
H -3.94609 0.20707 -1.22943
H 1.64721 -0.58883 -1.57142
H 3.54765 -0.53921 -3.19462
H 3.12785 0.02617 -5.55317
H 0.81551 0.47724 -6.32091
H -1.05122 0.37167 -4.72827
N 3.27817 1.91201 -0.69283
C 3.10807 1.06784 0.33558
S 2.21534 1.51504 1.68609
N 3.65991 -0.16503 0.16936
C 3.50773 -1.29026 1.01737
C 3.09367 -2.48601 0.44080
C 2.92141 -3.61234 1.22947
C 3.15906 -3.54753 2.59507
C 3.57567 -2.35063 3.16246
C 3.75706 -1.21944 2.38194
H 2.62880 2.69796 -0.75569
H 3.59920 1.54779 -1.57723
H 3.89981 -0.40196 -0.78105
H 2.82998 -2.52248 -0.60976
H 2.55648 -4.52404 0.77492
H 2.99870 -4.41836 3.21728
H 3.75107 -2.28819 4.22933
H 4.06355 -0.28344 2.82647
Cl 0.49635 0.85653 4.76488
C 1.39636 2.32773 4.94932
C 2.57218 2.21213 5.67768
C 3.42718 3.28139 5.84902
C 3.09434 4.49193 5.26577
C 1.92322 4.60431 4.55155
Cl 1.57753 6.16111 3.83455
C 1.00542 3.54422 4.35980
N -0.13605 3.83417 3.64163
C -1.17703 3.02134 3.11093
C -2.10413 2.42919 3.96466
C -3.15903 1.69062 3.46298
C -3.32799 1.57724 2.08986
C -2.44984 2.22691 1.24182
C -1.36303 2.95907 1.72745
C -0.52957 3.73889 0.75243
C 0.26044 3.01314 -0.33939
O 1.04002 3.72210 -0.98853
O 0.01989 1.79471 -0.63061
H 2.80779 1.24278 6.09495
H 4.34366 3.17161 6.41135
H 3.73832 5.35581 5.35288
H -0.02673 4.69728 3.13591
H -1.98227 2.55528 5.03111
H -3.84813 1.20700 4.14278
H -4.13837 0.98694 1.68213
H -2.59860 2.18349 0.16654
H 0.20133 4.38824 1.22968
H -1.20370 4.39848 0.19439
I -1.41754 -1.96856 3.07732
C 0.34568 -1.32993 2.03672
H 0.79570 -2.23211 1.63509
H 0.96943 -0.85341 2.78339
*
```

## Properties
Expectation value of S²: 2.01
Electronic energy (Eh): -4560.37867
Relative energy (zero: lowest compared OMol25 entry of this formula, charge and spin) (eV): 1.270
Kohn-Sham gap (alpha / beta) (eV): 7.0451 / 7.2795